Here is a cluster of 3 separate species, C5H17N2O3 in total from the OMol25 dataset. Energies are from wB97M-V/def2-TZVPD.

Total charge: -1
Gap between HOMO and LUMO in eV: 8.248
HOMO in eV: -4.6
Molecular weight in g mol⁻¹: 153.20
Energy relative to the best compared isomer or geometry (same formula, charge and spin) in kJ/mol: 196.1
Calculated total energy in eV: -14582.1592
Lowest unoccupied orbital energy in eV: 3.658

Structure (XYZ):
```
27
C5H17N2O3, DFT wB97M-V/def2-TZVPD
O -2.715 0.196 0.449
H 1.944 -1.207 1.810
H -1.516 -2.340 -0.366
H 3.075 1.044 1.794
H 2.143 1.463 0.322
O -1.535 0.410 -1.681
H 0.169 1.096 1.842
H 1.222 1.732 2.673
H 1.916 -1.990 -0.738
H -0.865 2.134 -0.398
N 1.660 -0.985 -0.506
C -0.344 -0.217 -1.891
H -3.554 0.264 0.088
H -1.950 1.604 0.589
C 2.269 -0.697 0.874
H 0.010 -2.976 0.335
H -1.962 0.095 -0.673
O -1.511 2.491 0.214
H -0.545 -0.866 -2.923
C 0.138 -0.920 -0.551
N 1.128 0.930 2.129
H 3.393 -1.039 0.621
C 2.167 0.788 1.207
H -0.161 -0.295 0.286
H -0.163 -2.979 -1.291
C -0.406 -2.388 -0.508
H 0.468 0.482 -1.983
```